Entry 1:
Entry from the Open Molecules 2025 dataset: C3H5BrO as an isolated structure at a distorted geometry (ωB97M-V/def2-TZVPD).

Geometry (Å):
C: -2.87 0.63 1.13
C: 2.03 -0.15 -0.57
C: 0.61 -0.50 -0.99
O: -3.51 1.61 1.28
Br: -0.86 0.48 -0.32
H: -2.98 -0.36 1.50
H: 2.08 0.01 0.50
H: 2.28 0.75 -1.00
H: 2.72 -0.92 -0.89
H: 0.51 -1.55 -0.65

**Energy above the lowest of the compared OMol25 structures with the same formula, charge and spin**: 94.1 kcal per mole
**LUMO (alpha / beta)**: -0.012 / 0.001 hartree
**HOMO level (alpha / beta)**: -7.6 / -8.5 eV
**Maximum force**: 0.052 hartree/bohr
**Orbital gap (alpha / beta)**: 0.2692 / 0.3130 hartree

Results of the Löwdin charge analysis, in e, for atoms 1 through 5: atom 1 (C): -0.306, atom 2 (C): -0.207, atom 3 (C): -0.571, atom 4 (O): 0.034, atom 5 (Br): 0.812

***

Entry 2:
Entry from the Open Molecules 2025 dataset: C41H58GeIrNPSeSi3 as an isolated structure (ωB97M-V/def2-TZVPD).

Geometry (Å):
Ir: -0.49 1.56 -0.07
C: 5.23 -0.90 0.95
C: 4.71 -1.33 -0.26
C: 3.60 -0.69 -0.82
C: 3.01 0.39 -0.17
C: 3.55 0.83 1.05
C: 4.65 0.19 1.60
P: 1.68 1.41 -0.89
C: 1.53 0.93 -2.63
C: 1.65 1.90 -3.63
C: 1.42 1.56 -4.96
C: 1.06 0.26 -5.30
C: 0.93 -0.70 -4.31
C: 1.16 -0.37 -2.98
C: 2.35 3.07 -0.79
C: 3.52 3.54 -1.33
C: 3.95 4.85 -0.99
C: 3.23 5.60 -0.10
C: 2.05 5.11 0.50
C: 1.34 5.82 1.50
C: 0.25 5.24 2.09
C: -0.22 3.97 1.68
C: 0.39 3.27 0.67
C: 1.58 3.83 0.11
H: 6.11 -1.37 1.37
H: 5.18 -2.14 -0.80
H: 3.25 -1.01 -1.79
H: 3.14 1.70 1.54
H: 5.07 0.55 2.53
H: 1.92 2.91 -3.38
H: 1.52 2.31 -5.73
H: 0.88 0.01 -6.33
H: 0.64 -1.71 -4.57
H: 1.04 -1.12 -2.22
H: 4.12 2.93 -1.99
H: 4.85 5.24 -1.43
H: 3.58 6.59 0.17
H: 1.68 6.80 1.80
H: -0.28 5.77 2.87
H: -1.09 3.57 2.18
C: -2.42 -1.80 1.48
Si: -2.73 -0.96 -0.18
C: -4.48 -1.38 -0.70
C: -1.53 -1.87 -1.32
C: -2.51 0.91 -0.20
Si: -2.90 1.73 -1.82
C: -1.39 2.90 -1.96
C: -4.48 2.70 -1.93
C: -2.74 0.63 -3.33
Si: -3.19 1.59 1.39
C: -4.75 0.86 2.11
C: -3.50 3.44 1.41
C: -1.72 1.07 2.51
C: -1.79 0.82 3.88
C: -0.70 0.34 4.57
C: 0.47 0.10 3.87
C: 0.51 0.36 2.52
N: -0.55 0.84 1.85
H: -2.66 -2.86 1.35
H: -3.04 -1.44 2.30
H: -1.38 -1.74 1.80
H: -4.59 -2.46 -0.81
H: -4.74 -0.93 -1.66
H: -5.20 -1.04 0.04
H: -1.70 -2.95 -1.22
H: -0.51 -1.66 -1.00
H: -1.62 -1.61 -2.37
H: -1.48 3.87 -1.48
H: -1.15 3.04 -3.02
H: -0.35 2.50 -1.70
H: -4.53 3.52 -1.21
H: -5.34 2.04 -1.76
H: -4.60 3.13 -2.93
H: -1.72 0.27 -3.45
H: -2.98 1.23 -4.21
H: -3.41 -0.23 -3.33
H: -5.59 1.07 1.44
H: -4.99 1.35 3.06
H: -4.73 -0.22 2.29
H: -2.84 4.01 0.76
H: -3.41 3.84 2.42
H: -4.53 3.61 1.10
H: -2.73 1.01 4.39
H: -0.75 0.15 5.64
H: 1.36 -0.27 4.37
H: 1.40 0.22 1.94
C: -1.16 -5.64 0.05
Ge: 0.69 -5.93 0.54
C: 0.95 -6.02 2.46
C: 1.57 -7.35 -0.44
C: 1.72 -4.26 -0.17
Se: 1.40 -2.70 0.81
C: 2.73 -2.90 2.19
H: -1.73 -6.54 0.29
H: -1.27 -5.46 -1.02
H: -1.59 -4.80 0.60
H: 0.42 -6.90 2.83
H: 0.52 -5.15 2.97
H: 1.99 -6.13 2.74
H: 1.10 -8.30 -0.19
H: 2.63 -7.42 -0.16
H: 1.49 -7.20 -1.51
H: 1.35 -4.11 -1.19
H: 2.78 -4.51 -0.16
H: 2.46 -3.76 2.79
H: 2.71 -1.99 2.79
H: 3.70 -3.02 1.72

**Energy above the lowest of the compared OMol25 structures with the same formula, charge and spin**: 0.0 kcal per mole
**Expectation value of S²**: 0.75
**LUMO (alpha / beta)**: -0.193 / -0.309 hartree
**HOMO level (alpha / beta)**: -12.4 / -12.4 eV
**Maximum force**: 0.002 hartree/bohr
**Orbital gap (alpha / beta)**: 0.2636 / 0.1475 hartree
**Net charge**: +2
**Spin multiplicity**: 2

Results of the Löwdin charge analysis, in e, for atoms 1 through 5: atom 1 (Ir): 1.034, atom 2 (C): -0.074, atom 3 (C): -0.081, atom 4 (C): -0.103, atom 5 (C): -0.331